C50H103Cl12N8O40S8 | the ωB97M-V functional and the def2-TZVPD basis

Its LUMO energy is 1.41 eV. As for the total charge: -1. The spin multiplicity is 1.

Geometry (Å):
C 2.30322 -1.39510 -0.66236
C 1.39571 -0.35442 0.06445
C 1.53575 1.05534 -0.47738
C 1.07617 1.30732 -1.87386
C -0.37419 0.97439 -2.02111
C -0.73751 -0.39752 -1.48036
N -0.10756 -0.57963 -0.08338
O -0.36782 -1.95266 0.34272
C -0.39807 -1.42039 -2.56070
C -2.27040 -0.39789 -1.19962
C 1.71824 -0.32108 1.55386
H 2.59273 -1.09176 -1.70204
H 1.62537 -2.25813 -0.82310
H 3.18275 -1.77703 -0.12790
H 2.53794 1.37376 -0.28401
H 0.97850 1.72393 0.19708
H 1.69779 0.71694 -2.58011
H 1.22146 2.34319 -2.15837
H -0.65424 1.01196 -3.09264
H -0.97102 1.74459 -1.52580
H 0.64180 -1.38781 -2.86250
H -1.09077 -1.27656 -3.40457
H -0.51538 -2.41823 -2.12768
H -2.82368 0.13768 -1.96917
H -2.48212 0.08068 -0.18805
H -2.64224 -1.42521 -1.17280
H 1.33659 0.53821 2.12181
H 2.81954 -0.36337 1.66451
H 1.23311 -1.18333 1.94315
C 3.01733 -2.13360 7.78626
C 2.06660 -3.27786 7.68976
O 0.86307 -3.07736 7.62959
N 2.62493 -4.52330 7.45202
C 1.74830 -5.63291 6.98330
H 2.59655 -1.42675 8.49656
H 2.84526 -1.67862 6.77773
H 4.07905 -2.24658 7.89171
H 3.59131 -4.57627 7.14893
H 1.82705 -5.72508 5.92164
H 0.65808 -5.36518 7.14862
H 1.93049 -6.58273 7.50934
C -5.19307 4.90579 1.33585
C -5.90515 5.60940 0.21996
O -5.41353 6.55806 -0.40465
N -7.03389 5.03044 -0.22967
C -7.91838 5.68903 -1.15661
H -4.44455 5.59148 1.69728
H -4.69840 4.01856 0.92332
H -5.83027 4.58180 2.19675
H -7.46059 4.27177 0.28406
H -8.36795 6.61426 -0.74156
H -8.72260 5.01467 -1.40835
H -7.29832 6.10339 -1.92807
C -1.19216 -3.07968 -7.44922
C -1.37363 -1.65281 -7.72875
O -1.87776 -1.14530 -8.72259
N -1.03925 -0.89048 -6.62346
C -1.09987 0.57284 -6.76869
H -1.05320 -3.63491 -8.37457
H -2.06342 -3.40205 -6.88316
H -0.28536 -3.29517 -6.84025
H -0.24686 -1.16112 -6.09284
H -0.13914 1.00002 -7.20755
H -1.28114 1.10306 -5.82528
H -1.90980 0.82479 -7.51470
C 1.67342 -0.94813 -8.84951
C 2.62774 -0.51951 -7.71663
O 2.31468 -0.59848 -6.52366
N 3.74851 0.09733 -8.11924
C 4.62048 0.68489 -7.17052
H 1.46303 -2.00727 -8.83093
H 2.09926 -0.66464 -9.78729
H 0.74772 -0.38129 -8.83535
H 4.00853 0.07757 -9.09831
H 4.31437 1.69115 -6.84466
H 5.57416 0.84786 -7.68117
H 4.81386 0.00456 -6.33443
C 2.02004 0.32680 5.17524
C 1.50102 1.72696 4.81272
O 0.34748 2.03757 4.53145
N 2.51879 2.66670 4.95923
C 2.20147 4.04811 4.66765
H 1.19791 -0.26231 5.57013
H 2.81830 0.50185 5.89906
H 2.49093 -0.10292 4.31524
H 3.45022 2.40809 5.18895
H 2.24343 4.30783 3.61867
H 2.85840 4.65320 5.22876
H 1.22841 4.24481 5.08314
C 1.39467 2.94713 -5.62686
C 2.68396 3.80032 -5.69816
O 2.98663 4.49448 -6.62793
N 3.51485 3.62725 -4.62417
C 4.60807 4.46137 -4.33075
H 1.57961 1.89453 -5.75675
H 0.62313 3.24775 -6.32686
H 0.94473 3.03145 -4.64992
H 3.22456 2.97460 -3.85957
H 4.31604 5.34467 -3.75831
H 5.19460 4.73874 -5.22733
H 5.23727 3.91879 -3.58974
C -3.45513 -2.61563 2.02453
C -2.54875 -2.23700 3.18059
O -3.02286 -2.04038 4.32076
N -1.26171 -2.15234 2.83295
C -0.25809 -2.02931 3.90779
H -3.73891 -3.65909 2.14051
H -3.04388 -2.43747 0.98271
H -4.38599 -2.11366 2.13553
H -0.74474 -1.94233 1.35318
H -0.43433 -1.06233 4.36547
H 0.79986 -2.08455 3.54888
H -0.32763 -2.79546 4.71370
C 6.06420 0.46268 -2.15276
Cl 4.51542 0.98787 -1.65693
Cl 6.67750 -0.75865 -1.04486
Cl 7.24772 1.85268 -2.39845
H 6.05798 -0.01959 -3.11251
C -0.29958 5.56987 -0.77375
Cl 1.43240 6.01087 -0.59395
Cl -1.27508 7.02612 -0.68668
Cl -0.77605 4.45702 0.51852
H -0.35399 5.14629 -1.76139
C -5.30639 -0.07267 -5.04177
Cl -6.48464 -1.17087 -4.43310
Cl -6.00014 1.21937 -6.02184
Cl -3.91242 -0.86557 -5.90755
H -4.80624 0.40644 -4.20980
C -2.05324 -4.43261 -1.50830
Cl -1.04739 -5.29526 -2.78435
Cl -2.22217 -5.46901 -0.09855
Cl -3.61461 -4.00792 -2.16131
H -1.51029 -3.53914 -1.21450
C -1.26993 -1.14935 7.21444
C -1.90386 -1.99420 8.34409
O -1.32631 -1.53401 9.61459
S -0.61992 -0.17023 9.37782
O 0.78691 -0.45690 9.40318
O -1.21167 0.78732 10.27063
O -1.11182 0.16171 7.97921
H -1.87764 -0.99347 6.32893
H -0.31294 -1.55626 6.90554
H -1.67468 -3.01919 8.39065
H -2.96092 -1.75966 8.48158
C -5.52742 0.65156 -0.22115
C -6.69265 -0.15267 0.38251
O -7.74420 -0.09144 -0.53684
S -7.65842 1.35094 -1.23548
O -8.76708 2.13919 -0.68300
O -7.59505 1.17586 -2.64981
O -6.28991 1.82358 -0.71759
H -5.03983 0.27708 -1.11116
H -4.86693 0.99762 0.56894
H -6.99949 0.39079 1.27944
H -6.45485 -1.20837 0.56261
C 4.86144 4.06743 -0.06628
C 3.59744 3.63326 0.67414
O 3.89563 2.53314 1.51007
S 5.24391 2.98418 2.12128
O 6.00154 1.77762 2.41168
O 4.97213 4.04831 3.05081
O 5.91119 3.63943 0.84506
H 4.90647 5.12326 -0.26536
H 5.08505 3.50590 -0.93768
H 2.77320 3.44848 -0.01755
H 3.30391 4.48400 1.26157
C -3.88956 4.04099 -1.59311
C -4.17727 4.95858 -2.83384
O -3.80414 4.09125 -3.91300
S -2.59520 3.21837 -3.54947
O -1.35474 3.88732 -3.77918
O -2.81195 1.90314 -4.06355
O -2.87488 3.06765 -2.03278
H -4.82272 3.46845 -1.37150
H -3.44210 4.52937 -0.75964
H -3.73490 5.95381 -2.92944
H -5.27396 5.11043 -2.94516
C 2.35112 -4.57941 -3.08091
C 3.64944 -4.87346 -2.29147
O 4.70497 -4.33267 -3.02804
S 4.26465 -3.24042 -4.07802
O 4.73646 -3.57536 -5.37857
O 4.48583 -1.91754 -3.53244
O 2.70460 -3.48728 -3.97311
H 1.47877 -4.31600 -2.46772
H 2.00594 -5.40585 -3.68070
H 3.79813 -5.93260 -2.23657
H 3.50284 -4.38493 -1.34186
C 5.85328 -2.22644 2.62624
C 5.60361 -1.76079 4.08348
O 4.45066 -2.42152 4.51876
S 4.16879 -3.73171 3.73243
O 2.71325 -3.78745 3.59902
O 4.94962 -4.91063 4.14864
O 4.76955 -3.18765 2.38791
H 6.78259 -2.77195 2.53211
H 5.79872 -1.43234 1.90583
H 5.29133 -0.72627 4.13007
H 6.39993 -1.92657 4.82266
C 0.49521 -5.95808 2.26083
C 0.95101 -4.87042 1.29280
O 2.38975 -5.43343 1.01718
S 2.22854 -6.96069 0.75692
O 3.33359 -7.55498 1.44358
O 1.94383 -7.11136 -0.64429
O 0.95553 -7.20302 1.58463
H -0.54355 -5.93119 2.52010
H 1.05950 -5.67052 3.13944
H 1.13195 -3.85959 1.62914
H 0.43928 -4.83098 0.32896
C -3.74638 0.88693 3.47734
C -4.36347 0.66158 4.81656
O -5.70370 1.24663 4.67166
S -5.65608 2.48790 3.76689
O -5.44423 3.60808 4.60602
O -6.80659 2.51316 2.89301
O -4.39072 2.11151 2.97696
H -3.99449 0.08402 2.75919
H -2.68968 1.04812 3.49700
H -3.82834 1.27745 5.55721
H -4.43937 -0.40619 5.13727

Mulliken population analysis, charges in e, atoms 1 to 4: -0.53, 3.93, -0.30, -0.32



C50H110F3N6O3S | the ωB97M-V functional and the def2-TZVPD basis

Its LUMO energy is -9.64 eV. As for the total charge: +5. The spin multiplicity is 1.

Geometry (Å):
C -0.52874 -2.09931 -4.00209
C -1.24629 -3.10408 -4.84430
C -2.41934 -3.87429 -4.18480
C -3.74401 -3.07034 -3.95793
N -4.63002 -3.53041 -2.82457
C -5.73349 -2.41971 -2.62957
C -5.02930 -1.38227 -1.70020
C -3.96920 -2.06352 -0.85485
C -3.95729 -3.48048 -1.35388
C -5.25874 -4.88071 -3.00041
H 0.03716 -1.35971 -4.56852
H 0.15272 -2.56642 -3.29108
H -1.25566 -1.54361 -3.40975
H -0.59530 -3.76114 -5.42100
H -1.68543 -2.48093 -5.62337
H -2.11370 -4.37823 -3.26788
H -2.53626 -4.51335 -5.06003
H -4.41754 -3.03186 -4.81407
H -3.44616 -2.03645 -3.78344
H -6.52211 -3.02051 -2.17657
H -6.18539 -2.00940 -3.53263
H -5.83614 -0.93997 -1.11584
H -4.64420 -0.48129 -2.17773
H -4.03715 -2.02014 0.23217
H -3.00272 -1.59697 -1.04554
H -4.60950 -4.18476 -0.83743
H -2.96505 -3.93152 -1.34302
H -5.90668 -5.10877 -2.15410
H -4.46080 -5.62327 -2.99858
H -5.84362 -4.89239 -3.92013
C -0.10933 -5.67334 6.78861
C -0.57851 -4.91163 5.50011
C -0.23504 -5.60703 4.13326
N -0.51528 -4.82638 2.87431
C -2.00879 -4.54627 2.69618
C 0.01056 -5.51433 1.58088
C -0.03925 -4.37020 0.57175
C 0.33690 -3.11617 1.35002
C 0.21113 -3.46303 2.85481
H -0.33597 -5.17063 7.72884
H 0.95357 -5.91346 6.76272
H -0.68044 -6.60142 6.81309
H -0.17577 -3.89886 5.51398
H -1.64484 -4.75797 5.66574
H -0.93257 -6.42619 3.95850
H 0.79320 -5.95750 4.04389
H -2.56484 -5.48318 2.66280
H -2.08120 -3.89238 1.82711
H -2.34966 -4.09299 3.62701
H -0.63882 -6.38022 1.45195
H 1.00834 -5.87178 1.83538
H -0.90717 -4.20578 -0.06683
H 0.68878 -4.66728 -0.18311
H -0.18712 -2.18200 1.14795
H 1.37604 -2.84663 1.16119
H -0.39006 -2.68674 3.32814
H 1.20781 -3.66272 3.24833
C 0.44076 4.88301 3.61929
C 0.91988 3.96395 4.71670
C 0.92459 2.51618 4.26305
N 1.34592 1.42985 5.31622
C 0.34980 1.52713 6.49141
C 2.81044 1.57515 5.69134
C 3.28196 0.05347 5.90437
C 2.15364 -0.81574 5.56524
C 1.22609 0.07734 4.61767
H 0.87841 4.73977 2.63134
H 0.80499 5.88413 3.84994
H -0.64750 4.89819 3.55956
H 0.32022 3.91918 5.62582
H 1.92546 4.28822 4.98459
H 1.63592 2.38438 3.44773
H -0.02499 2.27478 3.78542
H 0.52482 2.40060 7.11953
H 0.49517 0.66468 7.14191
H -0.63822 1.61980 6.04049
H 2.90967 2.26305 6.53101
H 3.43372 1.84310 4.83821
H 3.58113 -0.06066 6.94628
H 4.18395 -0.07306 5.30562
H 1.71495 -1.31747 6.42776
H 2.43639 -1.58500 4.84664
H 0.19062 -0.26125 4.58213
H 1.65236 0.19235 3.62109
C -5.95258 5.86926 1.78321
C -4.72945 5.07486 1.42596
C -5.08037 3.56955 1.09073
N -3.92420 2.78440 0.41654
C -4.34726 1.26322 0.24381
C -2.62316 2.86373 1.22018
C -1.92085 4.05748 0.69234
C -2.24897 4.05133 -0.80597
C -3.60969 3.34111 -0.96373
H -6.25240 5.67075 2.81219
H -6.76244 5.55281 1.12588
H -5.70026 6.92965 1.78544
H -3.91940 5.24059 2.13621
H -4.41360 5.59964 0.52433
H -5.88176 3.56887 0.35190
H -5.38219 2.92771 1.91841
H -4.36975 0.74567 1.20284
H -3.61254 0.76751 -0.39067
H -5.39054 1.17800 -0.06015
H -2.06418 1.95190 1.00994
H -2.81560 2.96115 2.28863
H -0.84378 3.89596 0.73641
H -2.15484 5.05135 1.07389
H -1.52660 3.66303 -1.52395
H -2.29127 5.09366 -1.12200
H -3.53088 2.62179 -1.77887
H -4.34883 4.05587 -1.32552
C 3.49774 0.44031 -4.98708
C 4.38931 -0.56208 -4.19621
C 3.46718 -1.49290 -3.26347
N 4.15137 -2.27334 -2.17959
C 4.71898 -1.18494 -1.18657
C 5.26493 -3.15721 -2.74093
C 5.48032 -4.13518 -1.56500
C 4.09508 -4.32261 -0.84053
C 3.20358 -3.22760 -1.37382
H 2.84424 -0.05908 -5.70238
H 4.04634 1.28112 -5.41155
H 2.83096 0.91347 -4.26623
H 4.96772 0.15627 -3.61525
H 5.02032 -1.14395 -4.86804
H 3.03400 -2.25816 -3.90755
H 2.66714 -0.83780 -2.91868
H 5.64269 -0.76921 -1.58910
H 4.91020 -1.59022 -0.19295
H 3.90017 -0.46644 -1.14887
H 6.16521 -2.55524 -2.86426
H 4.89836 -3.59548 -3.66918
H 6.18242 -3.69428 -0.85737
H 5.87288 -5.05994 -1.98788
H 4.19043 -4.38894 0.24326
H 3.69780 -5.29906 -1.11769
H 2.72635 -2.60992 -0.61301
H 2.51295 -3.62481 -2.11770
C -0.61615 4.30911 -4.80239
C 0.71703 4.91132 -4.31334
C 1.49396 3.84075 -3.62996
N 2.81664 4.34403 -3.01867
C 3.71858 4.95739 -4.13394
C 3.65432 3.12405 -2.43693
C 4.13521 3.44555 -1.01415
C 3.92316 4.94280 -0.88163
C 2.72611 5.30827 -1.78055
H -0.36215 3.41112 -5.36558
H -1.23678 4.87044 -5.50084
H -1.10666 4.05421 -3.86296
H 0.58056 5.77061 -3.65675
H 1.24615 5.44430 -5.10332
H 1.74266 3.06542 -4.35460
H 0.95678 3.45825 -2.76206
H 3.35408 5.94849 -4.40404
H 3.80251 4.39856 -5.06600
H 4.73263 5.12272 -3.76997
H 4.34928 2.73188 -3.17946
H 2.95273 2.30601 -2.27361
H 5.17534 3.18235 -0.82190
H 3.41976 2.97672 -0.33855
H 4.88982 5.43216 -1.00078
H 3.76817 5.15627 0.17597
H 2.67159 6.34610 -2.10925
H 1.78325 5.12043 -1.26690
C 0.76021 0.73588 0.45389
F 1.92722 0.08534 0.75933
F -0.17029 0.35158 1.35823
F 0.83966 2.03483 0.56835
S 0.14649 0.29239 -1.24185
O 0.02645 -1.16470 -1.26821
O -1.22372 0.85018 -1.33314
O 1.07150 0.82898 -2.24100

Mulliken population analysis, charges in e, atoms 1 to 4: 0.18, -1.26, -0.44, -0.83